The following is a quantum chemistry calculation of an isolated molecule of C5H14N2O at a distorted geometry, from the OMol25 dataset.

* SMILES: CC(C)(N)[C@@](C)(N)O
* E_HOMO: -0.331 Ha
* orbital gap: 0.3631 Ha

Element x y z (Å)
C: 1.22097 -0.67605 -1.45620
C: 0.35619 -0.41433 0.02369
C: 1.39195 0.05484 1.03261
N: -0.19214 -1.75699 0.29705
C: -0.76332 0.54623 -0.35932
C: -1.51432 0.73098 1.22277
N: -0.45856 1.82860 -0.84582
O: -1.69182 -0.04935 -1.19558
H: 0.56111 -1.00176 -2.26475
H: 1.73535 0.24064 -1.75667
H: 1.97851 -1.44930 -1.29198
H: 1.42510 1.12146 1.26978
H: 1.28651 -0.44331 2.00094
H: 2.43202 -0.14575 0.75439
H: 0.55713 -2.44372 0.22254
H: -0.53302 -1.80225 1.25569
H: -2.53082 1.08282 1.01894
H: -1.65115 -0.13207 1.87892
H: -0.98733 1.51366 1.77459
H: -1.29544 2.32706 -1.12872
H: 0.31162 1.87036 -1.50153
H: -1.63855 -1.00179 -0.95134

Atoms 1-2, force components in eV/Å:
C -0.9908 0.2752 1.8949
C 2.8562 -0.8949 -4.2833

Atomic partial charges in e from the natural (NBO) method, atoms 1 to 8:
1. C -0.63
2. C 0.12
3. C -0.65
4. N -0.86
5. C 0.43
6. C -0.68
7. N -0.87
8. O -0.74

The following is a quantum chemistry calculation of a cluster of 2 separate species, C3H7Cl3Si in total at a distorted geometry, from the OMol25 dataset.

* E_HOMO (alpha / beta): -0.271 / -0.413 Ha
* multiplicity: 3
* ⟨S²⟩: 2.01
* orbital gap (alpha / beta): 0.2993 / 0.3737 Ha

Element x y z (Å)
C: 0.88906 -0.85919 -2.39564
C: 1.33716 -0.78203 -0.87673
C: 1.08425 0.44661 -0.12016
Si: -2.24889 1.10740 2.90417
Cl: 0.39492 0.39570 1.41493
Cl: -2.33662 -0.06070 4.45688
Cl: -3.88920 1.01308 1.64035
H: -0.15517 -0.58791 -2.75519
H: 1.11282 -1.93119 -2.79272
H: 1.57310 -0.11123 -2.82468
H: 2.40436 -0.85686 -1.03785
H: 1.06776 -1.60653 -0.33119
H: 1.11237 1.32280 -0.61134
H: -2.34592 2.51006 3.32917

Atoms 1-2, force components in eV/Å:
C -0.1561 -0.5445 -0.3211
C 0.2518 0.9459 -2.0624

Atomic partial charges in e from the natural (NBO) method, atoms 1 to 8:
1. C -0.61
2. C -0.47
3. C -0.17
4. Si 0.94
5. Cl 0.02
6. Cl -0.35
7. Cl -0.40
8. H 0.22

The following is a quantum chemistry calculation of a structure of composition C21H31CdF5OP2 at a distorted geometry, from the OMol25 dataset.

* E_HOMO: -0.285 Ha
* orbital gap: 0.2723 Ha

Element x y z (Å)
P: -5.58956 -2.00277 -2.27125
P: -4.08173 -4.66154 -1.17137
C: -6.28234 -3.68152 -2.70880
C: -5.87899 -4.76440 -1.69960
H: -5.91093 -3.93017 -3.71498
H: -7.37798 -3.57821 -2.76335
H: -6.48309 -4.68224 -0.78113
H: -6.02665 -5.77439 -2.11666
C: -3.34483 -5.57714 -2.58463
H: -2.29612 -5.80178 -2.35438
H: -3.37448 -4.96792 -3.49811
H: -3.89987 -6.51123 -2.74646
C: -4.12602 -5.93233 0.12459
H: -4.48647 -6.88418 -0.27764
H: -4.78911 -5.60297 0.93048
H: -3.12167 -6.05923 0.53426
C: -6.07359 -1.03595 -3.73113
H: -5.75938 0.00259 -3.58817
H: -7.15665 -1.08125 -3.89255
H: -5.55217 -1.43915 -4.60704
C: -6.84728 -1.51902 -1.02002
H: -6.73350 -2.12014 -0.10894
H: -7.85849 -1.66042 -1.42013
H: -6.70358 -0.46535 -0.75483
Cd: 1.40161 1.00071 -0.00462
C: -1.54838 -2.47942 0.45006
C: -1.20685 -2.68681 -0.82943
C: -1.90818 -2.46040 -2.13740
C: -2.06590 -1.03898 -2.73369
C: -2.79056 -0.02087 -1.92562
C: -3.40831 -0.16368 -0.74650
C: -3.76877 -1.44837 -0.07730
C: -2.82858 -1.96516 1.01480
C: 0.41434 2.88010 -0.02237
H: -0.79256 -2.72521 1.21035
H: -0.18774 -3.06890 -0.98454
H: -2.90700 -2.92814 -2.14961
H: -1.33300 -3.03660 -2.88389
H: -1.06156 -0.65617 -2.98283
H: -2.56870 -1.14207 -3.71903
H: -2.73398 0.98779 -2.35334
H: -3.81939 0.74060 -0.27401
H: -3.83400 -2.25634 -0.81555
H: -4.76185 -1.35773 0.37109
H: -2.65861 -1.17866 1.76690
H: -3.33002 -2.79134 1.55063
H: 0.55879 3.33871 0.96477
H: -0.63774 2.58265 -0.15776
H: 0.71723 3.55728 -0.82787
F: 7.27033 0.51220 3.02715
C: 6.09169 0.15382 2.48957
C: 5.21283 -0.64021 3.23805
F: 5.57955 -1.08622 4.45973
C: 3.96738 -0.94055 2.73005
F: 3.09885 -1.70905 3.41325
C: 3.53953 -0.38680 1.50041
O: 2.28225 -0.48859 1.18274
C: 4.49809 0.30029 0.71259
F: 4.13672 0.78154 -0.52399
C: 5.74714 0.60118 1.20827
F: 6.61395 1.36577 0.50356

Atoms 1-2, force components in eV/Å:
P -0.0180 -0.8623 -0.6000
P -0.8781 0.0033 -0.1250

Atomic partial charges in e from the natural (NBO) method, atoms 1 to 8:
1. P 0.85
2. P 0.84
3. C -0.71
4. C -0.70
5. H 0.22
6. H 0.21
7. H 0.22
8. H 0.21